Entry 1:
A single C4H9NO molecule. Source: the Open Molecules 2025 dataset; level of theory: ωB97M-V/def2-TZVPD.

Last column: Mulliken charge in e.
Positions of all 15 atoms, in Å:
C: -1.2302 0.1070 0.9595  -1.32
C: -0.1872 -0.3307 -0.0676  0.47
C: -0.7555 -0.3338 -1.4848  -1.38
N: 0.9798 0.5392 0.0270  -0.18
C: 2.1417 0.1452 0.6150  0.02
O: 2.4122 -0.9930 0.9436  -0.56
H: -2.1157 -0.5356 0.9253  0.36
H: -1.5561 1.1359 0.7553  0.33
H: -0.8129 0.0748 1.9708  0.33
H: 0.1828 -1.3294 0.1821  0.29
H: -0.0061 -0.6587 -2.2126  0.36
H: -1.1002 0.6684 -1.7707  0.31
H: -1.6157 -1.0094 -1.5469  0.37
H: 0.8168 1.5326 -0.0521  0.27
H: 2.8463 0.9875 0.7565  0.32

Values from the calculation:
- Multiplicity: 1
- E_HOMO: -9.769 eV
- Structure (SMILES): CC(C)NC=O
- Energy relative to the best compared isomer or geometry (same formula, charge and spin): 0.366 eV

Entry 2:
C37H52ClFeN4O2SSi4Te as an isolated structure at a distorted geometry. Source: the Open Molecules 2025 dataset; level of theory: ωB97M-V/def2-TZVPD.

Last column: Mulliken charge in e.
Positions of all 103 atoms, in Å:
Fe: -0.1794 -0.2162 -0.2450  -0.52
Cl: -5.6845 3.6237 0.5396  -0.24
C: -4.5717 2.2750 0.6718  -0.18
C: -5.0823 0.9716 0.7155  -0.49
C: -4.2606 -0.1344 0.8146  -0.80
C: -2.8536 0.0549 0.8522  0.26
O: -1.9077 -0.8421 0.8016  -0.56
C: -2.4044 1.3951 0.8684  0.00
C: -0.9737 1.3155 1.1436  0.47
N: -0.0299 1.8481 0.4137  -0.38
C: 1.2374 1.8744 1.0623  0.07
C: 1.9250 3.0414 1.2321  -0.50
C: 3.1441 3.0604 1.9441  -0.80
C: 3.6658 1.9166 2.4783  -0.91
C: 2.9952 0.6831 2.2904  0.44
C: 3.4900 -0.5575 2.7626  -0.69
C: 2.8140 -1.7060 2.4840  -1.11
C: 1.6425 -1.6426 1.6961  -0.44
N: 1.1545 -0.5130 1.2550  0.72
C: 1.7944 0.6615 1.5662  0.71
C: -3.2107 2.5088 0.7414  -0.23
H: -6.1552 0.8373 0.6489  0.41
H: -4.6682 -1.1381 0.8081  0.51
H: -0.7122 0.9350 2.1369  0.45
H: 1.5098 3.9532 0.8230  0.50
H: 3.6616 4.0029 2.0718  0.40
H: 4.5964 1.9300 3.0325  0.40
H: 4.4136 -0.5761 3.3295  0.41
H: 3.1662 -2.6714 2.8192  0.42
H: 1.1114 -2.5421 1.4102  0.55
H: -2.8046 3.5115 0.7155  0.47
C: 1.6426 3.5612 -4.8826  -1.25
C: 1.5561 2.0586 -5.1222  -0.47
N: 1.9553 1.2602 -3.9649  0.78
C: 3.3206 0.7529 -3.9347  -1.02
C: 4.3213 1.7185 -3.3108  -1.25
C: 1.0952 1.0973 -2.9230  0.19
S: 1.6660 0.2858 -1.5383  -0.15
N: -0.0998 1.6657 -3.1125  0.17
C: -1.2165 1.3360 -2.4725  -1.12
O: -1.4262 0.4214 -1.6453  0.38
C: -2.4190 2.1529 -2.8583  0.89
C: -3.6392 1.8964 -2.2407  0.52
C: -4.7606 2.6417 -2.5740  -1.55
C: -4.6686 3.6452 -3.5277  -0.76
C: -3.4540 3.9029 -4.1503  -0.75
C: -2.3331 3.1578 -3.8184  -0.30
H: 1.3007 4.1018 -5.7684  0.40
H: 2.6639 3.8761 -4.6672  0.34
H: 1.0088 3.8390 -4.0412  0.19
H: 2.2127 1.7655 -5.9438  0.51
H: 0.5397 1.7871 -5.4004  0.18
H: 3.5999 0.5233 -4.9653  0.56
H: 3.3215 -0.1874 -3.3858  0.52
H: 4.4334 2.6246 -3.9079  0.32
H: 5.3014 1.2428 -3.2333  0.41
H: 3.9989 1.9981 -2.3076  0.22
H: -3.6977 1.1154 -1.4949  0.50
H: -5.7012 2.4419 -2.0760  0.57
H: -5.5441 4.2295 -3.7853  0.40
H: -3.3807 4.6832 -4.8982  0.42
H: -1.3818 3.3395 -4.2980  0.37
C: -1.1543 -0.9299 -5.6372  -0.61
Si: -0.4172 -2.6147 -5.2659  0.51
C: 1.4594 -2.4601 -5.2778  -0.69
C: -0.9643 -3.7271 -6.7032  -0.86
Si: -1.1051 -3.5049 -3.2080  0.25
Te: -0.0681 -2.7106 -1.1125  -0.75
Si: -0.4134 -5.7496 -3.1092  0.56
C: 1.4493 -5.8562 -3.3654  -1.09
C: -1.2304 -6.8760 -4.3906  -1.17
C: -0.8222 -6.4663 -1.4182  -1.01
Si: -3.4167 -3.3113 -2.9649  0.17
C: -4.3144 -3.9468 -4.5078  -1.14
C: -3.8654 -1.5150 -2.6796  -0.08
C: -3.9834 -4.3231 -1.4830  -1.11
H: -0.8745 -0.6177 -6.6490  0.47
H: -0.7998 -0.1753 -4.9415  -0.25
H: -2.2456 -0.9491 -5.5841  0.35
H: 1.8089 -2.0609 -6.2356  0.41
H: 1.9461 -3.4220 -5.1056  0.27
H: 1.7730 -1.7862 -4.4774  -0.12
H: -0.2351 -3.6827 -7.5174  0.35
H: -1.9245 -3.3874 -7.0988  0.30
H: -1.0813 -4.7713 -6.4170  0.03
H: 1.7162 -5.6720 -4.4087  0.26
H: 1.8129 -6.8521 -3.0953  0.40
H: 1.9584 -5.1156 -2.7456  0.28
H: -1.0443 -6.5483 -5.4133  0.30
H: -2.3119 -6.9316 -4.2456  0.24
H: -0.8280 -7.8893 -4.2898  0.39
H: -0.4700 -5.8028 -0.6272  0.24
H: -0.3414 -7.4425 -1.2984  0.39
H: -1.8985 -6.5974 -1.2895  0.25
H: -4.1607 -3.2699 -5.3523  0.27
H: -5.3919 -4.0200 -4.3314  0.37
H: -3.9545 -4.9348 -4.8053  0.26
H: -3.7467 -0.9215 -3.5895  0.31
H: -3.2143 -1.0850 -1.9152  -0.77
H: -4.9027 -1.4207 -2.3433  0.49
H: -3.9481 -5.3932 -1.7023  0.22
H: -5.0127 -4.0641 -1.2181  0.40
H: -3.3437 -4.1262 -0.6204  0.33

Values from the calculation:
- Multiplicity: 1
- Total charge: -1
- E_HOMO: -3.739 eV
- Energy relative to the best compared isomer or geometry (same formula, charge and spin): 1.040 eV

Entry 3:
A single C25H27N3O5S2 molecule at a distorted geometry. Source: the Open Molecules 2025 dataset; level of theory: ωB97M-V/def2-TZVPD.

Last column: Mulliken charge in e.
Positions of all 62 atoms, in Å:
C: 0.1814 5.7336 -5.6502  -1.24
C: -0.6867 4.7377 -4.9056  -0.27
O: 0.1627 3.7507 -4.3212  -0.24
C: -0.4230 2.8686 -3.4972  0.37
O: -1.6012 2.8769 -3.2355  -0.63
C: 0.5657 1.9173 -3.0025  1.12
S: 2.1938 2.0379 -3.6084  -0.27
C: 2.5610 0.5673 -2.7226  0.18
N: 3.8172 0.0391 -2.7602  -0.01
C: 4.3338 -0.9336 -1.9152  -0.28
O: 5.3417 -1.5209 -2.2175  -0.61
C: 3.5909 -1.1122 -0.6398  0.63
C: 3.3861 -0.0144 0.1932  -0.30
C: 2.7221 -0.1786 1.3932  -0.60
C: 2.2684 -1.4331 1.7539  0.18
S: 1.2863 -1.5991 3.2455  1.42
O: 1.5852 -0.4943 4.1087  -0.71
O: 1.4382 -2.9357 3.7469  -0.74
N: -0.2247 -1.4056 2.6080  0.47
C: -0.9138 -0.1594 2.8135  -0.09
C: -1.7822 -0.1308 4.0972  -0.90
C: -1.6858 -1.4316 4.8929  -0.50
C: -2.4666 -2.5884 4.2589  -0.90
C: -2.3862 -2.6225 2.7331  -0.60
C: -0.9563 -2.5822 2.2012  -0.66
C: 2.4851 -2.5325 0.9471  -0.54
C: 3.1626 -2.3757 -0.2499  -0.97
N: 1.5680 0.0685 -2.0704  -0.05
C: 0.4362 0.8044 -2.1946  -1.25
C: -0.7740 0.3204 -1.5357  0.75
C: -1.0269 -1.0505 -1.5472  -0.16
C: -2.1903 -1.5475 -0.9921  -0.71
C: -3.0983 -0.6867 -0.3964  -0.06
C: -2.8263 0.6706 -0.3386  -1.14
C: -1.6716 1.1772 -0.9065  -0.28
H: -0.4461 6.4913 -6.1099  0.40
H: 0.7529 5.2267 -6.4230  0.32
H: 0.8748 6.2130 -4.9644  0.31
H: -1.3919 4.2388 -5.5803  0.32
H: -1.2638 5.2216 -4.1095  0.33
H: 4.4054 0.2935 -3.5456  0.28
H: 3.7544 0.9591 -0.0952  0.47
H: 2.5584 0.6467 2.0677  0.51
H: -1.5121 0.0525 1.9223  -0.42
H: -0.1332 0.5975 2.8854  0.61
H: -2.8249 0.0629 3.8391  0.48
H: -1.4388 0.6857 4.7325  0.36
H: -2.0736 -1.2606 5.8993  0.46
H: -0.6337 -1.7018 4.9930  0.10
H: -3.5207 -2.5106 4.5384  0.39
H: -2.0856 -3.5282 4.6624  0.34
H: -2.9436 -1.7840 2.3146  0.05
H: -2.8540 -3.5407 2.3707  0.51
H: -0.3929 -3.4373 2.5788  0.66
H: -0.9771 -2.6255 1.1028  -0.05
H: 2.1375 -3.4987 1.2764  0.52
H: 3.3535 -3.2218 -0.8919  0.47
H: -0.3119 -1.7100 -2.0149  0.43
H: -2.3982 -2.6067 -1.0347  0.37
H: -4.0154 -1.0742 0.0226  0.43
H: -3.5233 1.3416 0.1411  0.40
H: -1.4683 2.2344 -0.8635  0.53

Values from the calculation:
- Multiplicity: 1
- E_HOMO: -8.750 eV
- Structure (SMILES): CCOC(=O)c1sc(NC(=O)c2ccc(S(=O)(=O)N3CCCCCC3)cc2)nc1-c1ccccc1
- Energy relative to the best compared isomer or geometry (same formula, charge and spin): 0.315 eV

Entry 4:
A 2-piece molecular cluster, C2H4N3O overall at a distorted geometry. Source: the Open Molecules 2025 dataset; level of theory: ωB97M-V/def2-TZVPD.

Last column: Mulliken charge in e.
Positions of all 10 atoms, in Å:
C: 1.9008 -0.4912 0.0225  0.58
C: 0.9245 0.0807 -0.7720  -0.48
N: -1.5121 -0.7837 -0.4911  -0.51
N: -1.7497 -0.0485 0.3494  1.03
N: -1.7724 0.7269 1.2392  -0.73
O: 2.6350 -1.0315 0.6520  -0.02
H: -0.1736 -0.4673 -0.6054  0.14
H: 0.9822 1.2331 -0.4534  0.34
H: 1.1264 -0.1137 -1.8869  0.37
H: -2.3611 0.8952 1.9456  0.28

Values from the calculation:
- Multiplicity: 1
- Total charge: +1
- E_HOMO: -15.315 eV
- Energy relative to the best compared isomer or geometry (same formula, charge and spin): 4.017 eV

Entry 5:
An isolated ion of composition C5H8N and charge +1 at a distorted geometry. Source: the Open Molecules 2025 dataset; level of theory: ωB97M-V/def2-TZVPD.

Last column: Mulliken charge in e.
Positions of all 14 atoms, in Å:
C: 2.0271 -0.6734 0.2388  -0.50
C: 1.3774 0.6983 -0.1685  -0.26
C: -0.8448 0.1795 -0.4263  0.37
C: 1.2414 -0.5443 -1.0287  -0.05
C: -2.1586 -0.2967 -0.0573  -1.12
N: 0.0018 0.6488 0.4336  -0.14
H: 3.1319 -0.7654 0.0411  0.28
H: 1.7483 -1.2195 1.1096  0.27
H: 1.8378 1.5899 -0.3677  0.43
H: -0.7787 0.4853 -1.5472  0.38
H: -2.5276 -1.0511 -0.6524  0.38
H: -2.8402 0.5570 -0.1745  0.36
H: -2.0541 -0.3311 1.0731  0.28
H: -0.1617 0.7228 1.5263  0.34

Values from the calculation:
- Multiplicity: 1
- Total charge: +1
- E_HOMO: -13.888 eV
- Energy relative to the best compared isomer or geometry (same formula, charge and spin): 6.865 eV